17
Properties=species:S:1:pos:R:3:mulliken_charge:R:1 method="wB97M-V/def2-TZVPD" energy_ha=-309.69479 e_homo_ev=-8.996 de_lowest_ev=4.016 orbital_gap_ev=8.63
C 2.1443 0.5797 -0.3691 -1.302
C 1.4042 -0.4564 0.4582 0.510
O 0.4176 0.1003 1.3488 -0.489
C -0.4977 -0.8788 0.8116 0.393
C -1.7940 -0.2788 0.2803 -0.555
C -1.5378 0.7090 -0.8561 -1.228
C 0.4634 -1.4099 -0.2197 -0.666
H 1.4455 1.1679 -0.9701 0.262
H 2.6837 1.2626 0.2933 0.333
H 2.8563 0.0885 -1.0377 0.350
H 2.1267 -1.0864 1.0116 0.344
H -0.7106 -1.6750 1.5463 0.400
H -2.3096 0.2160 1.1118 0.354
H -2.4306 -1.1042 -0.0581 0.326
H -2.4730 1.0855 -1.2808 0.401
H -0.9567 1.5641 -0.4971 0.222
H -0.9755 0.2212 -1.6626 0.343

27
Properties=species:S:1:pos:R:3:mulliken_charge:R:1 method="wB97M-V/def2-TZVPD" energy_ha=-1009.22685 e_homo_ev=-9.230 de_lowest_ev=2.354 orbital_gap_ev=9.17
H -1.1985 -4.0247 1.4146 0.241
N -2.0238 -3.5265 1.0638 -0.649
C -1.8878 -2.9275 -0.0115 0.050
C -0.6831 -3.0474 -0.9141 -0.813
S 0.6254 -2.2375 -0.0476 -0.173
C 0.2094 -0.5672 -0.3653 0.589
N -0.5282 -0.2535 -1.3190 -0.287
C -1.1668 0.9063 -1.7190 0.278
C -2.2403 1.3895 -0.8423 -0.919
O -0.9219 1.3787 -2.7892 -0.591
C 1.0976 0.4032 0.3098 0.415
C 1.0101 1.6641 -0.1789 -0.081
C 1.7608 2.7152 0.3833 -0.590
C 2.6231 2.4213 1.4398 -0.572
C 2.6273 1.1763 1.9834 -0.722
C 1.9544 0.1614 1.4040 -0.380
H -2.7302 -2.2925 -0.3818 0.357
H -0.5388 -4.0415 -1.0836 0.526
H -0.8873 -2.6993 -1.9183 0.345
H -3.2118 1.3405 -1.3234 0.323
H -2.3795 0.7492 -0.0114 0.363
H -1.9644 2.3261 -0.4225 0.308
H 0.5519 2.0290 -1.0978 0.480
H 1.5249 3.6506 -0.1648 0.345
H 3.2220 3.1647 1.8600 0.449
H 3.1626 1.0365 2.8205 0.540
H 1.9928 -0.8947 1.9115 0.169

48
Properties=species:S:1:pos:R:3:mulliken_charge:R:1 method="wB97M-V/def2-TZVPD" energy_ha=-31916.47988 e_homo_ev=-9.866 de_lowest_ev=0.161 orbital_gap_ev=9.23
C -1.4175 0.1179 -1.4459 -0.701
C -0.4911 1.0910 -1.7725 -0.497
C 0.2866 1.6767 -0.7926 0.379
C 0.0758 1.3853 0.5509 0.116
C -0.9296 0.4763 0.9058 -1.291
C -1.6216 -0.1889 -0.0930 -0.248
N 0.8499 2.1256 1.5485 1.106
O 0.2495 2.4565 2.5465 -0.646
O 1.9815 2.4256 1.2644 -0.556
H -2.0187 -0.4507 -2.1393 0.412
H -0.4184 1.3415 -2.8235 0.472
H 1.0873 2.3264 -1.1232 0.172
H -1.0695 0.3741 1.9736 0.901
H -2.2846 -1.0045 0.1539 0.384
C 3.8999 -1.7602 2.0458 0.054
C 4.6204 -0.5711 1.9726 -0.865
C 4.3844 0.2334 0.8697 0.011
C 3.5795 -0.1473 -0.1769 -0.132
C 2.9411 -1.3822 -0.1036 0.069
C 3.0705 -2.2047 1.0060 -1.109
N 3.4816 0.7837 -1.2904 1.076
O 2.7168 0.5550 -2.2172 -0.586
O 4.1730 1.7930 -1.2914 -0.614
H 3.8598 -2.2526 3.0105 0.295
H 5.1737 -0.2446 2.8393 0.387
H 4.8508 1.2082 0.9443 0.395
H 2.2436 -1.6056 -0.9039 0.427
H 2.5186 -3.1232 1.1173 0.560
C 0.3827 -2.9152 4.5315 -0.397
Br 0.4266 -1.9093 2.8755 0.186
Br 2.1208 -2.9062 5.4719 -0.062
Br -0.3155 -4.7148 4.2307 -0.023
H -0.3287 -2.3915 5.1546 0.363
C 0.6488 5.2580 -2.1886 -0.364
Br 0.6592 7.0045 -3.1137 -0.065
Br 0.2706 5.5143 -0.2707 -0.027
Br 2.3555 4.2710 -2.3667 0.043
H -0.2118 4.7157 -2.5546 0.400
C -4.9110 -0.7885 -4.2085 -0.327
Br -3.4405 0.3712 -4.7120 0.005
Br -6.3162 -0.8658 -5.5150 -0.036
Br -5.7668 -0.2243 -2.5457 -0.020
H -4.5470 -1.7896 -4.0211 0.377
C -5.4334 -2.8113 0.4059 -0.228
Br -4.9593 -1.0271 1.0525 -0.023
Br -6.7838 -3.6516 1.5080 -0.018
Br -3.7884 -3.9064 0.2700 -0.053
H -5.8552 -2.6673 -0.5800 0.300

12
Properties=species:S:1:pos:R:3:mulliken_charge:R:1 method="wB97M-V/def2-TZVPD" smiles="C/C(=C/F)CF" energy_ha=-355.69073 e_homo_ev=-9.780 de_lowest_ev=0.924 orbital_gap_ev=10.76
C -1.3482 0.0312 0.4356 -1.122
C 0.0543 0.1855 0.0289 0.572
C 0.5920 1.3954 0.0372 -0.276
F 1.9042 1.5937 -0.5184 -0.282
C 0.9043 -1.0540 -0.4762 -0.285
F 0.7484 -2.0539 0.5194 -0.296
H -2.0276 -0.1662 -0.3818 0.283
H -1.4410 -0.9432 1.0542 0.262
H -1.8171 0.9464 0.9660 0.311
H 0.0283 2.2852 0.3623 0.341
H 0.4560 -1.3215 -1.4614 0.221
H 1.9463 -0.8984 -0.5658 0.271

15
Properties=species:S:1:pos:R:3:mulliken_charge:R:1 method="wB97M-V/def2-TZVPD" smiles="C=NC.CC=O" energy_ha=-287.73721 e_homo_ev=-8.975 de_lowest_ev=2.592 orbital_gap_ev=9.87
C 0.0404 -1.7531 -0.6146 -0.280
N 0.3576 -0.7808 0.1135 -0.181
C 1.2232 -0.8967 1.2525 -0.912
H 0.1891 -2.7978 -0.3336 0.246
H -0.3715 -1.5378 -1.6051 0.227
H 2.2085 -0.5785 0.8908 0.303
H 1.2860 -1.9210 1.6376 0.365
H 0.9439 -0.1868 2.0360 0.251
C -1.4683 1.5601 -0.3480 -0.969
C 0.0065 1.3133 -0.5637 0.426
O 0.8862 1.8690 0.0617 -0.582
H -1.6337 2.1905 0.5280 0.288
H -2.0809 0.6527 -0.2917 0.303
H -1.7709 2.1022 -1.2511 0.300
H 0.1839 0.7646 -1.5122 0.213

17
Properties=species:S:1:pos:R:3:mulliken_charge:R:1 method="wB97M-V/def2-TZVPD" smiles="FC[C@H]1CC=CC[Se]1" energy_ha=-2735.25744 e_homo_ev=-8.170 de_lowest_ev=0.000 orbital_gap_ev=9.00
F 2.8494 1.3091 -0.3594 -0.295
C 1.4452 1.5670 -0.4895 -0.412
C 0.7432 0.6546 0.5124 -0.184
C -0.8148 0.6517 0.4969 -0.997
C -1.4208 -0.1228 -0.6303 -0.273
C -1.1949 -1.4284 -0.6500 -0.198
C -0.3138 -2.0617 0.3439 -0.864
Se 1.4669 -1.1766 0.1058 0.042
H 1.4004 2.6077 -0.1597 0.282
H 1.1782 1.4537 -1.5351 0.296
H 1.1385 0.9024 1.5594 0.351
H -0.9876 1.7036 0.4367 0.392
H -1.1008 0.4694 1.5067 0.361
H -1.9803 0.4229 -1.2954 0.486
H -1.7725 -1.9898 -1.3632 0.383
H -0.5810 -1.8472 1.4391 0.275
H -0.0555 -3.1157 0.0818 0.355

11
Properties=species:S:1:pos:R:3:mulliken_charge:R:1 method="wB97M-V/def2-TZVPD" energy_ha=-227.04315 charge=-1 e_homo_ev=-2.996 de_lowest_ev=0.179 orbital_gap_ev=7.67
O 1.9018 -1.1031 0.5577 -1.153
H 2.6154 -0.6285 0.1058 0.161
N 0.1265 1.0340 0.6201 -0.746
C -1.0847 0.3430 0.1803 -0.462
N -0.8531 -0.7639 -0.7573 -0.712
H 0.5247 1.4665 -0.2089 0.236
H 0.7573 0.2185 0.8242 0.440
H -1.7994 1.0257 -0.2932 0.358
H -1.5908 -0.0363 1.0762 0.266
H 0.0210 -1.2161 -0.4543 0.394
H -0.6186 -0.3398 -1.6506 0.218

38
Properties=species:S:1:pos:R:3:mulliken_charge:R:1 method="wB97M-V/def2-TZVPD" smiles="CC(C)CO[P@@](=O)(ON)OCCc1ccccc1" energy_ha=-1166.15310 e_homo_ev=-8.522 de_lowest_ev=7.178 orbital_gap_ev=9.21
C 1.3193 -0.1052 4.1054 -1.193
C -0.1115 0.5069 3.6792 0.827
C -0.8498 0.9596 5.0358 -1.366
C -0.8988 -0.6150 2.8427 -0.877
O -1.5665 -0.0166 1.6679 -0.391
P -0.6294 -0.2991 0.2841 1.165
O 0.8321 -0.0137 0.6368 -0.692
O -0.7322 -2.0032 -0.0182 -0.266
N -2.0497 -2.4411 0.0884 -0.487
O -1.2014 0.4443 -1.1173 -0.313
C -0.7307 1.8104 -1.2653 -0.536
C -0.4732 2.0480 -2.8573 -0.714
C 0.4085 0.7889 -3.3549 0.905
C 1.6101 0.2375 -2.5482 -0.322
C 2.3649 -1.0005 -3.0792 -0.458
C 1.9765 -1.6798 -4.4149 -0.441
C 0.7956 -1.0820 -5.2306 -0.351
C -0.0045 0.1385 -4.7021 -0.618
H 1.6938 0.2811 5.1168 0.352
H 2.1290 0.1747 3.3303 0.244
H 1.3226 -1.2537 4.1676 0.292
H 0.0878 1.4590 3.0780 0.174
H -1.1535 0.0679 5.7052 0.317
H -1.7350 1.6601 4.8667 0.315
H -0.0727 1.5459 5.6460 0.361
H -1.6578 -1.0889 3.5637 0.317
H -0.1868 -1.4680 2.5260 0.461
H -2.6991 -1.7101 -0.2381 0.291
H -2.2213 -2.6742 1.0862 0.285
H -1.6082 2.5194 -1.0077 0.352
H 0.1811 2.0823 -0.6422 0.363
H -1.4817 1.9771 -3.4165 0.300
H 0.0122 3.0553 -3.0748 0.322
H 1.8859 0.7744 -1.5878 0.262
H 3.2412 -1.4570 -2.4900 0.292
H 2.5480 -2.5971 -4.7949 0.314
H 0.5180 -1.5549 -6.2389 0.285
H -0.8629 0.5286 -5.3479 0.228

22
Properties=species:S:1:pos:R:3:mulliken_charge:R:1 method="wB97M-V/def2-TZVPD" energy_ha=-379.69773 e_homo_ev=-8.055 de_lowest_ev=3.703 orbital_gap_ev=8.89
C -1.6665 -1.2695 -1.3303 -0.905
C -0.3396 1.3018 -1.3963 -1.697
N -0.5821 -0.9767 -0.3950 0.248
C -0.2554 0.4007 -0.1849 0.552
N -0.7399 -1.7495 0.7893 -0.762
N -0.5450 0.9194 1.0470 -0.678
H -1.2742 -1.2154 1.4755 0.315
H 0.1763 -1.9170 1.1886 0.287
H -0.5067 1.9330 1.0324 0.253
H -1.4516 -0.8535 -2.3136 0.342
H -2.6362 -0.8807 -0.9856 0.305
H -1.7385 -2.3504 -1.4198 0.312
H -1.3792 1.5378 -1.6390 0.403
H 0.1197 0.8351 -2.2668 0.395
H 0.1848 2.2371 -1.1967 0.492
C 2.1616 0.0272 0.7603 -0.712
N 1.7314 0.3315 2.0128 -0.751
H 2.0754 1.2499 2.2881 0.233
H 0.2832 0.5887 1.7632 0.471
H 2.2365 -1.0374 0.5222 0.291
H 2.9668 0.6085 0.2989 0.342
H 1.1793 0.2795 -0.0503 0.265

22
Properties=species:S:1:pos:R:3:mulliken_charge:R:1 method="wB97M-V/def2-TZVPD" smiles=NCNCCCS.O energy_ha=-743.68983 e_homo_ev=-8.890 de_lowest_ev=1.197 orbital_gap_ev=9.36
N -2.5241 0.4695 1.3699 -0.615
C -1.7868 1.4458 0.5743 -0.502
N -1.0193 0.7929 -0.5274 -0.210
C 0.3988 0.9136 -0.5683 -0.957
C 1.0810 -0.5133 -0.7375 -0.582
C 1.1688 -1.1097 -2.1546 -0.598
S 0.7133 0.1349 -3.4411 -0.251
H -2.5392 -0.4136 0.9025 0.275
H -2.0322 0.3694 2.2522 0.243
H -2.5068 2.0720 0.0360 0.279
H -1.2364 2.1516 1.1940 0.353
H -1.5384 0.9635 -1.3662 0.266
H 0.8431 1.6106 -1.2862 0.483
H 0.8206 1.1884 0.4011 0.388
H 2.1272 -0.4588 -0.4231 0.279
H 0.4490 -1.0431 -0.0310 0.283
H 2.1335 -1.5376 -2.4191 0.429
H 0.5307 -2.0009 -2.1582 0.316
H 1.0414 -0.6548 -4.4913 0.121
O 1.6658 -1.6200 4.2743 -0.630
H 1.3130 -0.8879 3.7811 0.306
H 0.8970 -1.8726 4.8187 0.323

8
Properties=species:S:1:pos:R:3:mulliken_charge:R:1 method="wB97M-V/def2-TZVPD" smiles="O[P@]1(I)=PC1" energy_ha=-1095.47215 e_homo_ev="-7.927 / -8.916" de_lowest_ev=1.962 orbital_gap_ev="6.03 / 6.69"
O -0.2363 1.2324 -0.9803 -0.483
P -0.3842 -0.3846 -0.8518 0.228
I -2.8155 -0.2175 -0.0244 -0.161
P 1.7509 -0.9497 -0.7423 -0.017
C 0.3878 -0.7774 0.7114 -0.554
H 0.4354 1.4710 -1.6014 0.332
H -0.0131 -1.7834 1.0699 0.339
H 0.6925 0.1158 1.3714 0.315

93
Properties=species:S:1:pos:R:3:mulliken_charge:R:1 method="wB97M-V/def2-TZVPD" energy_ha=-4368.44858 charge=+1 e_homo_ev=-10.237 orbital_gap_ev=6.62
N 7.1039 1.7528 1.7461 -0.527
C 6.4336 2.1483 0.5049 -0.663
C 4.9359 2.4061 0.7179 -0.384
C 4.8095 3.7788 1.4002 -0.640
C 3.4490 4.0947 2.0566 -0.857
C 2.7186 2.8849 2.6245 -0.768
S 1.4799 2.2812 1.4322 0.306
C -0.0766 3.1133 1.8352 -0.536
C -0.9807 3.2347 0.6197 -0.444
O -0.5150 4.1889 -0.3160 -0.544
C 1.1778 0.5320 1.9252 -0.426
O -0.1732 0.2158 1.7442 -0.232
N -0.3702 -0.5694 0.5293 0.238
O -0.4498 -1.6936 0.7706 -0.237
H 6.4871 1.7646 2.5488 0.181
H 7.5718 0.8632 1.6699 0.248
H 6.6246 1.4363 -0.2965 0.430
H 6.8481 3.1008 0.1812 0.198
H 4.4808 2.4440 -0.2727 0.126
H 4.5663 1.5729 1.3201 0.450
H 5.6357 3.9154 2.0948 0.478
H 4.9587 4.5095 0.6070 0.256
H 2.8335 4.6642 1.3597 0.386
H 3.6150 4.7641 2.9000 0.378
H 2.1578 3.1735 3.5152 0.631
H 3.3659 2.0613 2.9115 0.341
H -0.6034 2.5474 2.6052 0.425
H 0.1820 4.0740 2.2778 0.456
H -1.9390 3.5951 0.9854 0.395
H -1.1846 2.2767 0.1478 0.261
H 0.2242 3.7978 -0.8031 0.333
H 1.3818 0.4443 2.9900 0.287
H 1.8333 -0.1340 1.3686 0.468
C -4.4595 1.5783 -2.8711 -0.890
S -4.1933 0.8880 -1.2381 0.328
O -3.2417 1.7999 -0.5213 -0.553
C -3.2502 -0.5431 -1.7740 -0.652
H -5.0019 2.5139 -2.7547 0.327
H -3.4979 1.7645 -3.3506 0.336
H -5.0608 0.8815 -3.4573 0.331
H -2.3535 -0.2232 -2.3074 0.379
H -3.8763 -1.1668 -2.4153 0.182
H -2.9693 -1.1107 -0.8884 0.220
C 4.2493 0.6238 5.9992 -0.529
S 5.2324 2.1330 6.0308 0.452
O 5.9617 2.2080 4.7330 -0.558
C 6.4104 1.5584 7.2585 -1.030
H 3.4650 0.7478 5.2540 -0.128
H 4.8825 -0.2218 5.7301 0.323
H 3.7972 0.4650 6.9780 0.405
H 6.8968 0.6507 6.9019 0.323
H 5.8906 1.3715 8.1980 0.396
H 7.1521 2.3411 7.4011 0.345
C -4.1616 -6.0153 -2.7528 -1.098
S -3.5162 -4.3640 -2.4718 0.552
O -4.5195 -3.3718 -2.9570 -0.570
C -2.2257 -4.4551 -3.7213 -1.003
H -5.0150 -6.1652 -2.0950 0.220
H -4.4774 -6.1117 -3.7922 0.420
H -3.3916 -6.7476 -2.5147 0.421
H -2.6719 -4.6575 -4.6949 0.310
H -1.5205 -5.2418 -3.4534 0.388
H -1.7119 -3.4959 -3.7453 0.304
C -5.3229 -8.1391 1.1124 -0.987
S -4.1980 -6.7865 0.7401 0.639
O -3.0514 -7.3607 -0.0169 -0.611
C -3.6448 -6.5322 2.4318 -1.008
H -5.7549 -8.4851 0.1757 0.301
H -4.7733 -8.9523 1.5861 0.328
H -6.1149 -7.7798 1.7693 0.371
H -3.2084 -7.4539 2.8160 0.317
H -4.4910 -6.2249 3.0463 0.373
H -2.8939 -5.7449 2.4243 0.299
C 4.1875 3.8257 -3.7958 -0.958
S 5.9370 3.5921 -3.4436 0.457
O 6.1373 3.9067 -2.0004 -0.516
C 6.5064 5.0190 -4.3762 -1.015
H 3.6326 3.0529 -3.2667 0.270
H 3.8719 4.8103 -3.4496 0.307
H 4.0173 3.7262 -4.8676 0.425
H 6.0338 5.9218 -3.9897 0.315
H 6.2651 4.8817 -5.4301 0.402
H 7.5852 5.0884 -4.2553 0.326
C -8.3695 -1.5882 -2.0266 -1.051
S -7.2021 -1.4524 -3.3893 0.871
O -7.1066 -0.0041 -3.7386 -0.747
C -8.2659 -2.2251 -4.6165 -1.117
H -7.9210 -1.1185 -1.1535 0.286
H -9.2976 -1.0768 -2.2832 0.362
H -8.5588 -2.6412 -1.8186 0.357
H -9.2011 -1.6703 -4.6950 0.370
H -8.4573 -3.2582 -4.3272 0.360
H -7.7451 -2.2043 -5.5713 0.309